Computed, not measured: C41H50IrNO3S4Te as an isolated structure, with ωB97M-V with the def2-TZVPD basis set.

## Properties
* calculated total energy: -3837.5117 Eh
* HOMO-LUMO gap (alpha / beta): 7.716 / 6.024 eV
* expectation value of S²: 8.774
* LUMO level (alpha / beta): -1.8469 / -4.2251 eV

The geometry in ORCA input format:
```
! wB97M-V def2-TZVPD RIJCOSX def2/J DEFGRID3
* xyz 1 6
Ir -0.01 -1.54 0.76
C -4.52 -2.22 0.96
C -4.28 -0.77 1.33
S -2.53 -0.28 1.43
C -2.20 -0.43 3.20
C -2.01 -1.86 3.70
S -0.54 -2.63 2.95
C -1.20 -4.23 2.38
C -0.39 -4.78 1.21
S -0.51 -3.85 -0.34
C -1.99 -4.55 -1.13
C -3.37 -4.30 -0.55
S -3.84 -2.56 -0.68
H -5.59 -2.43 0.97
H -4.04 -2.89 1.68
H -4.76 -0.53 2.29
H -4.73 -0.11 0.58
H -3.01 0.05 3.76
H -1.29 0.15 3.37
H -2.88 -2.47 3.48
H -1.86 -1.86 4.78
H -2.24 -4.08 2.10
H -1.16 -4.93 3.22
H -0.69 -5.81 1.01
H 0.68 -4.78 1.45
H -1.80 -5.63 -1.20
H -1.94 -4.16 -2.15
H -3.43 -4.61 0.50
H -4.09 -4.91 -1.09
C 8.41 -2.07 0.82
C 6.92 -1.92 0.79
C 6.19 -1.66 1.95
C 4.81 -1.52 1.94
C 4.11 -1.29 3.25
C 4.14 -1.63 0.72
C 4.83 -1.95 -0.46
C 4.14 -2.18 -1.78
C 6.21 -2.08 -0.40
C 2.64 -1.49 0.66
O 2.10 -0.39 1.56
O 1.93 -2.57 0.78
H 8.81 -1.83 1.80
H 8.88 -1.42 0.08
H 8.70 -3.10 0.58
H 6.72 -1.57 2.89
H 4.75 -1.60 4.07
H 3.18 -1.86 3.32
H 3.85 -0.24 3.39
H 3.89 -1.24 -2.27
H 3.21 -2.74 -1.65
H 4.79 -2.75 -2.44
H 6.75 -2.32 -1.31
C -7.16 3.57 -0.99
C -5.67 3.42 -0.84
C -5.09 3.16 0.39
C -3.71 3.01 0.54
C -3.21 2.79 1.95
C -2.89 3.12 -0.60
Te -0.84 2.73 -0.25
N 0.33 0.45 0.36
C 1.76 0.37 0.39
O 2.20 -0.64 -0.50
C 2.50 1.68 0.28
C 3.33 1.94 -0.80
C 3.98 3.16 -0.89
C 3.82 4.11 0.11
C 3.00 3.84 1.20
C 2.34 2.63 1.29
C -0.10 2.18 -2.14
C 1.04 2.87 -2.54
C 1.66 2.54 -3.74
C 1.12 1.54 -4.52
C -0.02 0.86 -4.12
C -0.66 1.16 -2.92
C -1.90 0.42 -2.53
C -3.45 3.45 -1.85
C -2.65 3.74 -3.09
C -4.83 3.58 -1.94
H -7.67 3.39 -0.04
H -7.54 2.87 -1.73
H -7.41 4.57 -1.32
H -5.71 3.09 1.27
H -3.51 1.81 2.31
H -3.64 3.54 2.60
H -2.13 2.86 2.06
H 3.45 1.18 -1.56
H 4.63 3.36 -1.73
H 4.34 5.06 0.04
H 2.89 4.58 1.98
H 1.72 2.40 2.15
H 1.46 3.64 -1.91
H 2.55 3.08 -4.05
H 1.59 1.28 -5.46
H -0.44 0.09 -4.75
H -2.35 -0.07 -3.40
H -2.66 1.08 -2.09
H -1.67 -0.35 -1.79
H -1.74 4.29 -2.86
H -3.24 4.34 -3.77
H -2.35 2.83 -3.62
H -5.26 3.84 -2.89
*
```